C29H27CdN4O4 | the ωB97M-V functional and the def2-TZVPD basis

The geometry in ORCA input format:
```
! wB97M-V def2-TZVPD RIJCOSX def2/J DEFGRID3
* xyz 1 1
Cd -2.25 0.61 -0.62
O -3.55 -0.41 1.44
O -1.75 3.18 -0.86
O -1.05 4.98 0.26
O -4.74 -0.19 3.28
N 1.97 -0.67 -0.40
N -0.08 0.35 -0.11
N -2.82 2.17 1.43
N 0.39 -0.86 -2.07
C 0.69 -2.09 -4.58
C -3.42 1.70 2.52
C -2.96 -1.11 -4.57
C -2.02 -0.39 -2.46
C -3.55 2.46 3.68
C -0.33 -1.61 2.02
C -3.05 3.76 3.69
C 0.29 0.70 1.20
C 0.71 2.01 1.45
C 2.79 -1.78 -0.71
C 0.17 -0.21 2.26
C 4.99 -2.71 -0.83
C 3.08 -4.11 -1.22
C -0.77 -0.90 -2.86
C 4.17 -1.60 -0.62
C -2.33 3.41 1.44
C 0.93 1.51 3.78
C 1.02 2.41 2.73
C -3.91 0.28 2.37
C -0.63 -1.52 -4.11
C 0.69 -0.40 -0.83
C -2.43 4.24 2.55
C 2.25 -3.02 -1.01
C -1.73 -1.60 -4.95
C 4.46 -3.95 -1.12
C -1.68 3.83 0.16
C 0.50 0.21 3.54
C -3.10 -0.51 -3.33
C 4.76 -0.26 -0.33
H -3.80 -1.18 -5.23
H 5.84 -0.29 -0.43
H 1.18 -3.15 -1.04
H 1.46 -1.33 -4.63
H 1.19 -1.29 -2.53
H -1.22 -1.59 1.38
H 0.81 2.68 0.61
H -4.07 -0.13 -3.04
H -0.67 5.26 -0.59
H 0.43 -0.49 4.36
H 2.28 -0.11 0.38
H 6.06 -2.59 -0.75
H -0.59 -2.09 2.96
H -4.00 2.07 4.58
H 4.37 0.49 -1.01
H 0.42 -2.22 1.52
H -5.03 0.45 3.95
H 4.53 0.06 0.69
H -3.15 4.37 4.57
H -2.03 5.25 2.51
H 1.03 -2.91 -3.94
H 1.19 1.81 4.78
H 2.66 -5.07 -1.45
H 1.34 3.43 2.91
H 5.11 -4.80 -1.26
H 0.57 -2.50 -5.58
H -1.61 -2.07 -5.92
*
```

Values from the calculation:
Relative energy (zero: lowest compared OMol25 entry of this formula, charge and spin) ... 0.0 kJ/mol
Gap between HOMO and LUMO ... 6.7 eV
Strongest force on any atom ... 0.0151 hartree/bohr

***

C29H27F2N5O10PRuS3 | the ωB97M-V functional and the def2-TZVPD basis

The geometry in ORCA input format:
```
! wB97M-V def2-TZVPD RIJCOSX def2/J DEFGRID3
* xyz 0 6
Ru 0.12 -0.09 0.06
S 2.67 0.10 -0.02
S 3.52 -2.10 -1.90
S -0.43 3.44 3.38
P -0.02 0.51 -2.32
F 4.04 3.73 -0.39
F -0.35 4.10 -1.98
O 0.32 4.66 3.41
O -4.11 -5.53 -0.03
O 0.05 -4.35 0.93
O 0.82 0.05 2.32
O 0.46 -0.66 -3.35
O 0.86 1.69 -2.97
O -2.08 -5.78 0.84
O -1.80 3.55 2.96
O 0.70 -2.37 0.16
O -1.56 0.77 -2.78
N 0.43 2.32 2.40
N -1.86 -1.57 -0.16
N 3.62 0.39 -2.50
N -3.16 -1.51 -0.45
N -1.63 1.43 0.84
C 0.75 2.18 -4.30
C -0.09 0.32 6.60
C -0.28 2.39 4.80
C -0.48 1.60 7.03
C -2.77 -3.62 0.04
C 3.93 -0.24 -3.76
C 2.28 2.91 0.97
C 2.72 3.52 -0.19
C -1.41 2.66 0.30
C -3.74 3.20 0.43
C 1.84 3.95 -1.18
C 0.13 1.12 4.35
C -0.61 2.64 6.11
C -0.01 3.02 0.11
C -1.59 -2.84 0.14
C 0.50 3.71 -1.00
C -2.87 1.13 1.23
C -2.46 3.54 0.04
C 0.26 -2.04 -3.03
C -2.17 0.41 -4.01
C -3.75 -2.72 -0.34
C -3.04 -5.07 0.29
C 0.20 0.07 5.28
C 4.50 -1.60 -3.37
C 0.49 1.06 2.96
C -3.95 1.97 1.06
C 3.21 -0.43 -1.51
C 0.92 2.68 1.13
C -0.16 -3.23 0.47
H 5.54 -1.53 -3.07
H -0.68 1.78 8.07
H 2.98 2.64 1.74
H -0.02 -0.47 7.33
H 1.54 2.93 -4.42
H -2.26 4.49 -0.42
H -2.97 0.17 1.72
H 2.19 4.47 -2.06
H 3.38 1.37 -2.45
H 3.03 -0.35 -4.37
H 0.50 -0.91 4.95
H -1.21 -5.27 0.97
H 0.52 -2.23 -1.99
H -4.56 3.89 0.30
H 0.89 1.39 -5.04
H -4.78 -2.90 -0.53
H -3.60 -0.63 -0.67
H 0.92 -2.61 -3.68
H 4.67 0.36 -4.30
H -2.26 1.27 -4.67
H 4.39 -2.36 -4.14
H -4.92 1.70 1.42
H -0.78 -2.33 -3.21
H -1.61 -0.37 -4.54
H -0.93 3.62 6.42
H -0.22 2.65 -4.45
H -3.17 0.04 -3.77
*
```

Values from the calculation:
Relative energy (zero: lowest compared OMol25 entry of this formula, charge and spin) ... 94.4 kJ/mol
⟨S²⟩ ... 8.79
Gap between HOMO and LUMO (alpha / beta) ... 4.3 / 7.2 eV
Strongest force on any atom ... 0.0555 hartree/bohr